14
Properties=species:S:1:pos:R:3 method="wB97M-V/def2-TZVPD" e_lumo_ev=-4.408 e_above_lowest_kcal_mol=35.65 charge=+1 orbital_gap_ev=10.61 e_tot_ha=-286.88568 smiles="C[C@H]1[NH2+]CC1=O"
H -0.689 0.974 1.117
H -1.722 -2.015 -0.403
H 1.291 2.105 0.711
H 0.000 -2.324 -0.037
H -1.220 -1.731 1.190
O 2.260 -0.624 0.297
C -0.819 -1.606 0.133
H -0.192 -0.337 -1.430
H -1.263 1.682 -0.311
N -0.569 1.000 0.166
H 0.967 1.795 -1.044
C 1.271 0.006 0.022
C -0.153 -0.355 -0.353
C 0.838 1.432 -0.057

***

16
Properties=species:S:1:pos:R:3 method="wB97M-V/def2-TZVPD" e_lumo_ev=0.359 e_above_lowest_kcal_mol=97.98 orbital_gap_ev=9.65 e_tot_ha=-780.97710 smiles="C=[S@](=O)(O)CC(C)=O"
H 1.793 1.634 -0.975
C 1.805 1.578 0.100
O -1.431 1.013 -0.873
C 1.355 0.273 0.770
H -2.014 -1.676 1.297
S -1.233 -0.348 -0.398
C 0.555 -0.704 -0.024
H 0.352 -1.695 0.539
O 1.571 0.241 1.961
H -1.671 -1.256 -2.519
H -2.847 -0.159 0.892
O -1.145 -1.461 -1.715
C -2.021 -0.695 0.952
H 1.093 2.405 0.297
H 2.673 1.874 0.644
H 1.166 -1.023 -0.949